(1)
This record from OMol25 describes a structure of composition C23H30GaNO7. The level of theory is the ωB97M-V functional and the def2-TZVPD basis.

Values from the calculation:
LUMO level (spin up / spin down)   4.4 / 4.4 eV
Total charge   -2
Gap between HOMO and LUMO (spin up / spin down)   0.09211 / 0.06439 Eh
DFT total energy   -92529.952 eV

Atoms and positions in Å:
Ga  -0.22  0.26  2.81
O  -0.64  4.03  3.68
O  -0.47  -0.20  1.10
O  1.93  -0.70  -5.00
O  -0.16  2.21  2.60
O  -0.90  -0.47  -5.34
O  2.73  -0.74  -2.88
O  -0.44  -2.42  -4.35
N  -0.29  2.86  3.80
C  1.84  0.05  2.96
C  -1.57  -1.55  4.09
C  1.79  -1.55  4.63
C  1.80  0.72  4.27
C  -1.14  -0.30  -1.36
C  0.35  -0.43  -3.25
C  0.04  -1.08  -1.90
C  -1.37  -1.02  5.38
C  0.95  2.29  -0.68
C  1.76  -0.28  5.25
C  -1.05  -3.00  -5.52
C  -0.40  -1.08  -4.42
C  1.84  -1.39  3.24
C  -0.05  1.05  -3.17
C  -1.44  2.97  -0.16
C  -2.25  0.69  4.12
C  -1.78  0.33  5.41
C  -0.48  2.28  -1.04
C  -1.43  -0.63  0.15
C  -0.97  1.21  -1.93
C  1.79  -0.64  -3.67
C  3.27  -0.94  -5.42
C  -2.17  -0.50  3.29
H  -1.03  3.19  0.85
H  1.44  3.04  -1.31
H  -1.69  3.92  -0.66
H  -1.98  1.53  -2.23
H  0.91  -0.96  -1.23
H  3.57  -1.96  -5.13
H  -0.94  -4.08  -5.38
H  -2.73  -0.63  2.35
H  -0.53  -2.66  -6.41
H  0.85  1.69  -3.13
H  -2.50  -0.27  0.31
H  1.09  2.56  0.39
H  2.23  0.49  2.04
H  -2.10  -2.71  -5.57
H  1.74  -0.10  6.33
H  -2.03  -0.69  -1.91
H  -1.80  0.99  6.28
H  -0.62  1.29  -4.07
H  -0.16  -2.16  -2.02
H  3.26  -0.84  -6.50
H  1.90  1.80  4.41
H  1.80  -2.51  5.17
H  1.47  1.32  -0.82
H  -1.01  -1.59  6.24
H  -2.77  1.61  3.83
H  3.96  -0.22  -4.96
H  -1.39  -1.74  0.24
H  1.96  -2.16  2.46
H  -1.36  -2.56  3.74
H  -2.37  2.40  0.00

(2)
This record from OMol25 describes a cluster of 2 separate species, C4H13N2 in total. The level of theory is the ωB97M-V functional and the def2-TZVPD basis.

Values from the calculation:
ΔE to the lowest compared entry with this formula, charge and spin   2.3141 eV
LUMO level   -5.7 eV
Total charge   +1
Gap between HOMO and LUMO   0.26868 Eh
DFT total energy   -7331.173 eV

Atoms and positions in Å:
N  1.46  0.91  -2.04
N  -1.91  0.38  0.41
C  -3.13  0.13  0.67
C  0.77  0.38  -0.88
C  1.69  -0.43  0.05
C  1.01  -0.78  1.37
H  0.79  1.24  -2.72
H  -3.36  -0.78  1.20
H  0.41  1.23  -0.28
H  0.77  0.12  1.94
H  -0.10  -0.26  -1.14
H  2.00  -1.35  -0.46
H  1.67  -1.38  1.99
H  2.58  0.14  0.29
H  -1.62  1.13  -0.22
H  -1.13  -0.09  0.87
H  1.90  0.12  -2.50
H  -3.91  0.73  0.22
H  0.13  -1.43  1.22

(3)
This record from OMol25 describes a cluster of 7 separate species, C22H51BrN11O6 in total. The level of theory is the ωB97M-V functional and the def2-TZVPD basis.

Values from the calculation:
LUMO level   -4.1 eV
Total charge   +1
Gap between HOMO and LUMO   0.25734 Eh
DFT total energy   -122353.201 eV

Atoms and positions in Å:
Br  1.21  -0.35  0.24
O  -1.15  3.42  -4.11
O  0.16  -2.88  -4.14
O  -6.50  1.41  1.77
O  0.24  -8.27  -3.87
O  3.37  3.34  4.32
O  2.63  4.38  -1.34
N  -2.23  1.52  -3.60
N  3.71  4.00  6.43
N  3.27  4.07  -3.46
N  1.66  2.36  1.17
N  0.88  1.28  1.02
N  0.62  -3.59  -2.07
N  3.00  2.37  0.75
N  -1.36  0.84  1.68
N  -4.71  2.31  2.78
N  -0.27  2.93  2.05
N  -1.57  -9.07  -2.83
C  3.35  3.07  5.52
C  -0.31  1.67  1.60
C  1.01  3.35  1.77
C  3.76  3.87  7.87
C  -3.36  0.62  -3.50
C  0.75  -4.54  -0.98
C  -3.98  3.22  3.64
C  -3.49  3.36  -4.63
C  3.19  3.56  -4.81
C  0.22  -3.81  -3.35
C  2.94  1.71  6.03
C  4.59  0.49  1.52
C  -6.05  2.25  2.54
C  -0.23  -8.97  -2.98
C  2.41  3.87  -2.43
C  -6.94  3.24  3.25
C  1.20  3.02  -2.70
C  -2.20  2.79  -4.10
C  0.65  -9.76  -2.04
C  3.78  1.77  1.91
C  -0.13  -5.23  -3.74
C  -2.31  -9.84  -1.84
H  0.45  -10.82  -2.14
H  -0.97  -5.59  -3.14
H  3.46  2.88  8.21
H  -4.24  3.41  -3.83
H  -3.26  3.77  3.04
H  -2.96  -10.54  -2.37
H  3.77  1.24  6.57
H  2.07  1.79  6.67
H  -1.33  1.21  -3.27
H  1.69  -9.58  -2.30
H  -6.86  3.11  4.33
H  4.72  -0.15  2.42
H  1.51  4.31  1.96
H  2.68  1.07  5.18
H  0.57  3.46  -3.49
H  -7.97  3.06  2.96
H  -2.93  -9.16  -1.25
H  -3.86  2.76  -5.46
H  3.97  4.88  6.02
H  3.17  4.40  -5.50
H  -4.65  3.92  4.14
H  4.08  2.96  -5.01
H  5.59  0.82  1.15
H  0.48  -9.43  -1.01
H  -3.45  2.64  4.39
H  -3.31  4.37  -4.99
H  4.78  4.07  8.21
H  4.06  4.65  -3.21
H  0.60  2.95  -1.79
H  -4.27  1.06  -3.89
H  0.84  -2.62  -1.88
H  -1.65  -10.39  -1.18
H  3.10  4.62  8.31
H  3.06  1.47  2.70
H  -4.19  1.62  2.26
H  3.29  3.35  0.73
H  -0.42  -5.25  -4.79
H  -1.16  -0.15  1.84
H  0.10  -4.24  -0.16
H  1.79  -4.53  -0.63
H  -3.50  0.35  -2.45
H  -3.13  -0.29  -4.06
H  4.41  2.54  2.39
H  2.30  2.95  -4.96
H  -6.67  4.26  2.97
H  1.51  2.01  -2.99
H  4.11  -0.14  0.74
H  -2.10  -8.52  -3.49
H  -2.33  1.11  1.61
H  0.73  -5.88  -3.61
H  0.49  -5.55  -1.29

(4)
This record from OMol25 describes an isolated molecule of C5H4Br2O3. The level of theory is the ωB97M-V functional and the def2-TZVPD basis.

Values from the calculation:
ΔE to the lowest compared entry with this formula, charge and spin   0.0000 eV
SMILES string   O=C1C=C(CBr)[C@](O)(Br)O1
LUMO level   -0.5 eV
Gap between HOMO and LUMO   0.36809 Eh
DFT total energy   -151476.184 eV

Atoms and positions in Å:
Br  2.69  -0.58  0.22
Br  -2.70  -1.56  -0.57
O  0.87  -0.41  -1.82
O  0.27  3.19  0.68
O  1.24  1.44  -0.44
C  -1.00  -1.61  0.44
C  1.10  0.07  -0.50
C  -0.62  0.87  0.84
C  -0.17  -0.29  0.35
C  0.27  2.04  0.36
H  -0.53  -2.62  0.02
H  -1.30  -1.74  1.51
H  -1.45  1.03  1.46
H  1.34  0.16  -2.55

(5)
This record from OMol25 describes a cluster of 2 separate species, C4H8N2O in total. The level of theory is the ωB97M-V functional and the def2-TZVPD basis.

Values from the calculation:
ΔE to the lowest compared entry with this formula, charge and spin   1.8150 eV
SMILES string   C=C(C)N.N=C=O
LUMO level   0.7 eV
Gap between HOMO and LUMO   0.33376 Eh
DFT total energy   -9304.578 eV

Atoms and positions in Å:
O  2.11  -0.13  -1.77
N  1.78  -1.06  0.37
N  -0.95  -0.72  1.13
C  1.82  -0.69  -0.78
C  -0.78  -0.24  -1.20
C  -0.90  0.17  0.08
C  -0.72  1.60  0.48
H  -0.67  2.25  -0.38
H  -0.96  -1.69  0.83
H  2.37  -1.73  0.83
H  -1.55  1.91  1.12
H  -0.75  0.47  -2.01
H  -0.93  -1.27  -1.47
H  -0.10  -0.58  1.72
H  0.21  1.71  1.06

(6)
This record from OMol25 describes an isolated molecule of C5H7N3. The level of theory is the ωB97M-V functional and the def2-TZVPD basis.

Values from the calculation:
ΔE to the lowest compared entry with this formula, charge and spin   2.5682 eV
SMILES string   [H]/N=C(/C)NC(=C)C#N
LUMO level   0.1 eV
Gap between HOMO and LUMO   0.35207 Eh
DFT total energy   -9766.819 eV

Atoms and positions in Å:
N  0.72  0.62  -0.33
N  -2.39  0.08  -1.94
N  1.13  1.31  1.96
C  -1.27  -0.14  -1.65
C  0.35  0.79  1.04
C  0.08  -0.42  -1.13
C  0.81  -1.42  -1.54
C  -1.01  0.34  1.37
H  1.72  0.65  -0.29
H  0.22  -2.24  -2.08
H  -1.93  0.72  0.77
H  -1.17  0.44  2.43
H  2.02  1.69  1.63
H  -1.13  -0.76  1.17
H  1.87  -1.66  -1.41

(7)
This record from OMol25 describes an isolated molecule of C6H13N. The level of theory is the ωB97M-V functional and the def2-TZVPD basis.

Values from the calculation:
ΔE to the lowest compared entry with this formula, charge and spin   3.9589 eV
SMILES string   CCC/C=C/NC
LUMO level   0.5 eV
Gap between HOMO and LUMO   0.28624 Eh
DFT total energy   -7918.874 eV

Atoms and positions in Å:
N  -1.06  1.13  -1.64
C  1.21  0.32  -0.73
C  0.27  -1.03  1.22
C  -2.24  1.56  -0.90
C  0.23  1.25  -1.07
C  0.82  -2.39  0.83
C  1.24  0.10  0.77
H  -2.77  2.44  -1.25
H  0.28  2.09  -0.36
H  1.64  -2.62  1.52
H  1.10  1.08  1.25
H  -1.93  1.62  0.15
H  -0.78  -0.83  1.00
H  2.16  -0.38  1.13
H  1.36  -2.32  -0.12
H  -2.86  0.66  -0.88
H  2.06  -0.02  -1.31
H  0.20  -0.91  2.30
H  -0.99  1.38  -2.62
H  0.06  -3.15  0.71

(8)
This record from OMol25 describes a structure of composition C32H31Cl2F6N6O6RuS3. The level of theory is the ωB97M-V functional and the def2-TZVPD basis.

Values from the calculation:
ΔE to the lowest compared entry with this formula, charge and spin   0.3582 eV
LUMO level (spin up / spin down)   -0.9 / -1.3 eV
⟨S²⟩   0.76
Gap between HOMO and LUMO (spin up / spin down)   0.26774 / 0.24984 Eh
DFT total energy   -131352.419 eV
2S+1   2

Atoms and positions in Å:
Ru  -0.07  0.84  0.40
Cl  0.68  1.34  -6.20
Cl  -0.20  3.04  -3.97
S  1.71  -0.21  1.39
S  -3.02  2.02  -0.89
S  -3.33  -0.58  0.13
F  -2.87  1.24  -3.40
F  -4.79  2.04  -2.80
F  -3.11  3.37  -3.12
F  -2.98  -1.30  -2.39
F  -3.14  -2.94  -0.99
F  -4.90  -1.81  -1.55
O  -1.58  1.79  -0.92
O  2.57  2.59  -2.29
O  -3.46  3.26  -0.32
O  -1.05  3.23  3.64
O  -1.90  -0.61  0.40
O  -4.19  -1.13  1.12
N  0.58  2.70  0.59
N  1.31  0.99  -1.18
N  0.67  -2.33  0.16
N  -0.85  1.34  2.32
N  -3.85  0.79  -0.41
N  2.69  -2.61  1.31
C  1.16  2.55  -4.99
C  -0.37  -4.12  -1.05
C  0.08  3.42  1.59
C  2.80  -3.91  0.96
C  -3.66  2.02  2.73
C  0.42  -0.58  4.28
C  1.91  -0.07  -1.91
C  -0.36  -0.61  -2.98
C  1.04  5.37  0.61
C  -1.64  0.57  3.27
C  1.78  2.24  -1.42
C  -3.60  -1.72  -1.30
C  1.65  -1.82  0.90
C  -3.47  2.17  -2.67
C  0.74  -3.60  -0.20
C  -3.01  0.85  3.39
C  3.29  -0.33  -1.78
C  1.29  3.23  -0.40
C  1.81  -4.44  0.18
C  -1.07  -0.39  4.12
C  -3.26  -0.98  4.96
C  3.83  -1.42  -2.45
C  3.05  -2.22  -3.27
C  -1.89  -1.16  4.93
C  -0.69  2.65  2.63
C  4.22  0.53  -0.97
C  1.11  -0.86  -2.75
C  1.55  4.58  -0.42
C  -3.80  0.05  4.21
C  1.71  -1.93  -3.42
C  0.30  4.78  1.63
C  3.99  -4.65  1.46
H  -4.86  0.24  4.25
H  0.97  0.34  4.10
H  -0.50  0.11  -3.79
H  -0.86  -1.53  -3.26
H  -4.72  1.82  2.55
H  -0.87  -0.21  -2.11
H  3.49  -3.05  -3.81
H  4.00  -5.67  1.07
H  -0.23  -5.17  -1.31
H  1.09  -2.52  -4.09
H  -1.32  -3.99  -0.53
H  4.51  1.41  -1.54
H  0.62  -0.92  5.30
H  -3.57  2.90  3.37
H  3.76  0.88  -0.05
H  1.52  3.42  -5.52
H  3.98  -4.70  2.55
H  -3.21  2.28  1.78
H  5.12  -0.03  -0.72
H  4.89  -1.63  -2.35
H  -3.89  -1.59  5.59
H  0.81  -1.34  3.60
H  3.41  -2.17  1.88
H  1.22  6.43  0.63
H  1.92  2.12  -4.35
H  -1.43  -1.90  5.58
H  -0.42  -3.52  -1.96
H  4.91  -4.15  1.15
H  1.84  -5.47  -0.12
H  2.13  4.98  -1.23
H  -0.13  5.33  2.46

(9)
This record from OMol25 describes the ion C4H13N3 with charge +2. The level of theory is the ωB97M-V functional and the def2-TZVPD basis.

Values from the calculation:
ΔE to the lowest compared entry with this formula, charge and spin   1.5001 eV
SMILES string   N/C(=C\[NH3+])CC[NH3+]
LUMO level   -6.5 eV
Total charge   +2
Gap between HOMO and LUMO   0.39446 Eh
DFT total energy   -8812.077 eV

Atoms and positions in Å:
N  2.83  -0.89  0.55
N  -2.65  0.87  -1.28
N  -1.49  -0.27  1.10
C  -1.21  0.99  -0.93
C  -0.74  0.48  0.20
C  1.38  -0.98  0.14
C  0.77  0.43  0.33
H  0.86  -1.77  0.67
H  2.81  -0.97  1.58
H  3.44  -1.51  0.03
H  -2.03  0.15  1.84
H  -1.06  -1.15  1.35
H  1.28  -1.25  -0.91
H  1.15  0.89  1.24
H  3.23  0.01  0.44
H  -0.67  1.37  -1.78
H  1.19  1.07  -0.45
H  -3.28  1.30  -0.60
H  -2.86  1.34  -2.16
H  -2.97  -0.11  -1.35

(10)
This record from OMol25 describes a cluster of 2 separate species, C3H11N2O in total. The level of theory is the ωB97M-V functional and the def2-TZVPD basis.

Values from the calculation:
ΔE to the lowest compared entry with this formula, charge and spin   2.0045 eV
LUMO level   -3.1 eV
Total charge   +1
Gap between HOMO and LUMO   0.40488 Eh
DFT total energy   -8309.788 eV

Atoms and positions in Å:
O  0.79  -2.41  -2.11
N  -1.17  -0.06  1.35
N  1.19  -0.65  0.30
C  0.65  0.61  -0.13
C  -1.13  2.28  0.51
C  -0.48  0.96  0.55
H  0.41  -1.95  -2.89
H  -1.31  2.53  1.56
H  1.99  -0.56  0.95
H  1.36  -3.07  -2.57
H  1.49  -1.26  -0.49
H  -0.56  3.08  0.00
H  0.92  1.16  -1.03
H  -2.09  -0.27  1.14
H  -1.21  0.28  2.20
H  -2.12  2.29  0.03
H  0.43  -1.11  0.85

(11)
This record from OMol25 describes a cluster of 2 separate species, C6H11NO in total. The level of theory is the ωB97M-V functional and the def2-TZVPD basis.

Values from the calculation:
ΔE to the lowest compared entry with this formula, charge and spin   2.0521 eV
SMILES string   C=C(C)N.C=CC=O
LUMO level   0.6 eV
Gap between HOMO and LUMO   0.31964 Eh
DFT total energy   -9936.402 eV

Atoms and positions in Å:
O  -0.50  1.88  0.66
N  1.88  1.26  -0.44
C  -2.91  -0.68  0.10
C  -2.22  0.43  -0.11
C  0.35  -0.43  -1.10
C  -1.05  0.80  0.69
C  2.16  -0.94  0.55
C  1.41  -0.02  -0.37
H  -2.61  -1.39  0.85
H  -0.12  0.23  -1.81
H  -3.79  -0.93  -0.47
H  0.03  -1.45  -1.09
H  -0.77  0.04  1.44
H  -2.52  1.16  -0.86
H  1.77  -1.95  0.48
H  2.40  1.57  0.37
H  3.21  -0.94  0.28
H  2.07  -0.59  1.58
H  1.21  1.95  -0.75

(12)
This record from OMol25 describes an isolated molecule of C21H25N3O5. The level of theory is the ωB97M-V functional and the def2-TZVPD basis.

Values from the calculation:
ΔE to the lowest compared entry with this formula, charge and spin   1.6520 eV
SMILES string   Cc1cc(C(=O)NC[C@@H]2[C@@H](C)CCCN2C(=O)c2ccc(=O)oc2)ncc1CO
LUMO level   0.1 eV
Gap between HOMO and LUMO   0.33915 Eh
DFT total energy   -36891.549 eV

Atoms and positions in Å:
O  -2.35  -0.89  0.99
O  -3.13  3.61  -0.10
O  4.10  1.21  1.41
O  0.40  5.49  0.71
O  2.55  5.26  1.22
N  -3.06  2.37  1.80
N  0.31  -0.08  1.10
N  -2.77  0.78  -0.48
C  -2.99  2.57  3.25
C  1.59  0.28  1.06
C  0.04  0.93  -1.05
C  -1.94  -0.03  0.24
C  -0.19  3.09  1.92
C  -4.26  3.26  3.73
C  -4.13  0.99  -0.02
C  2.16  1.02  0.04
C  -5.52  2.20  1.78
C  1.37  1.33  -1.07
C  -2.57  3.30  0.94
C  -5.51  2.51  3.28
C  -4.20  1.51  1.43
C  -0.46  0.27  0.07
C  -6.73  1.34  1.42
C  1.93  2.11  -2.23
C  -0.84  4.99  0.66
C  1.45  4.79  1.32
C  -1.21  3.84  1.24
C  1.08  3.55  1.97
C  3.58  1.51  0.13
H  -0.43  2.13  2.36
H  -4.60  1.68  -0.71
H  2.19  -0.01  1.92
H  -7.65  1.80  1.77
H  -2.87  1.59  3.73
H  1.88  3.00  2.43
H  -5.57  1.55  3.82
H  1.19  2.21  -3.02
H  -2.36  1.60  -0.90
H  -6.82  1.19  0.35
H  -4.66  0.04  -0.05
H  -2.12  3.17  3.50
H  2.82  1.63  -2.64
H  4.99  1.57  1.47
H  -6.65  0.35  1.90
H  -1.52  5.61  0.09
H  4.18  1.06  -0.67
H  -4.28  4.28  3.31
H  -0.59  1.15  -1.90
H  -6.41  3.07  3.55
H  -5.57  3.14  1.22
H  -4.09  0.64  2.08
H  2.22  3.11  -1.91
H  3.58  2.60  -0.04
H  -4.24  3.36  4.82